{
  "formula": "C4H7N",
  "method": "wB97M-V/def2-TZVPD",
  "total_charge": 0,
  "total_energy_ha": -211.26068,
  "fmax_ev_per_a": 5.36,
  "de_lowest_kcal_mol": 62.7,
  "species": ["C", "C", "C", "H", "H", "H", "H", "H", "H", "C", "N", "H"],
  "positions_angstrom": [[-0.05, -0.62, -0.69], [0.85, -0.56, 0.37], [1.77, 0.59, 0.27], [0.27, -0.01, -1.51], [-0.77, -1.39, -0.69], [0.90, -1.11, 1.28], [1.36, 1.41, 0.70], [2.80, 0.50, 0.72], [2.17, 0.89, -0.80], [-3.10, 0.08, 0.22], [-2.12, 0.52, -0.18], [-4.09, -0.30, 0.30]]
}